(a)
{
  "formula": "C6H16N2",
  "method": "wB97M-V/def2-TZVPD",
  "species": ["C", "C", "N", "C", "C", "C", "N", "C", "H", "H", "H", "H", "H", "H", "H", "H", "H", "H", "H", "H", "H", "H", "H", "H"],
  "positions_angstrom": [[0.99, -1.92, -2.14], [0.98, -1.84, -0.63], [-0.17, -1.06, -0.12], [-1.53, -1.67, -0.39], [-0.23, 0.36, -0.31], [-0.73, 1.00, 1.02], [0.38, 1.79, 1.59], [0.33, 3.16, 1.25], [-0.05, -1.99, -2.52], [1.43, -1.12, -2.73], [1.59, -2.76, -2.54], [0.90, -2.91, -0.26], [1.82, -1.35, -0.18], [-1.37, -2.10, -1.38], [-1.55, -2.45, 0.36], [-2.27, -0.88, -0.35], [-0.84, 0.81, -1.16], [0.74, 0.69, -0.83], [-1.65, 1.60, 0.78], [-0.83, 0.18, 1.76], [0.42, 1.59, 2.63], [1.14, 3.84, 1.63], [-0.46, 3.81, 1.70], [0.56, 3.33, 0.16]],
  "lowdin_charge": [-0.114, -0.241, -0.264, -0.044, -0.254, -0.209, -0.156, -0.211, 0.061, 0.059, 0.079, 0.127, 0.107, 0.050, 0.080, 0.079, 0.111, 0.133, 0.116, 0.119, 0.125, 0.077, 0.078, 0.093],
  "lumo_energy_ev": 1.1,
  "gap_ha": 0.3299,
  "smiles": "CCN(C)CCNC",
  "homo_energy_ev": -7.84
}

(b)
{
  "formula": "C6H16N2",
  "method": "wB97M-V/def2-TZVPD",
  "species": ["C", "C", "C", "C", "N", "C", "C", "N", "H", "H", "H", "H", "H", "H", "H", "H", "H", "H", "H", "H", "H", "H", "H", "H"],
  "positions_angstrom": [[-2.48, 0.50, -1.49], [-1.42, -0.20, -0.64], [-1.38, -1.70, -0.68], [-1.38, 0.39, 0.75], [-0.12, 0.04, 1.52], [1.10, 0.69, 0.92], [2.20, -0.19, 0.23], [3.43, 0.50, -0.33], [-2.75, 1.57, -1.15], [-2.35, 0.45, -2.63], [-3.43, 0.02, -1.15], [-0.48, 0.09, -1.21], [-1.32, -2.18, 0.25], [-2.29, -2.19, -1.17], [-0.64, -2.15, -1.35], [-2.11, -0.21, 1.55], [-1.59, 1.46, 0.91], [0.12, -0.98, 1.59], [1.62, 1.24, 1.72], [0.90, 1.54, 0.10], [2.65, -1.03, 0.78], [1.54, -0.39, -0.51], [3.98, 0.96, 0.44], [3.16, 1.06, -1.01]],
  "lowdin_charge": [-0.101, -0.483, -0.090, -0.214, -0.088, -0.249, -0.248, 0.017, 0.094, 0.098, 0.079, 0.126, 0.045, 0.102, 0.079, 0.166, 0.109, 0.111, 0.085, 0.148, 0.111, 0.035, 0.091, -0.024],
  "lumo_energy_ev": 1.0,
  "gap_ha": 0.3533,
  "smiles": "CC(C)CNCCN",
  "homo_energy_ev": -8.57
}

(c)
{
  "formula": "C6H16N2",
  "method": "wB97M-V/def2-TZVPD",
  "species": ["C", "C", "C", "N", "C", "C", "C", "N", "H", "H", "H", "H", "H", "H", "H", "H", "H", "H", "H", "H", "H", "H", "H", "H"],
  "positions_angstrom": [[0.06, 3.50, 0.21], [0.46, 2.08, 0.61], [-0.06, 1.03, -0.38], [0.47, -0.31, -0.22], [1.71, -0.52, -0.94], [-0.55, -1.37, -0.38], [-0.57, -2.39, 0.76], [-1.53, -3.44, 0.36], [-0.71, 3.97, 0.83], [-0.43, 3.45, -0.77], [0.97, 4.10, 0.21], [1.51, 2.03, 0.91], [-0.04, 1.81, 1.55], [-1.14, 1.02, -0.23], [-0.08, 1.42, -1.41], [2.53, -0.47, -0.18], [1.90, -1.54, -1.23], [1.93, 0.18, -1.74], [-1.51, -0.86, -0.52], [-0.44, -1.83, -1.38], [-0.74, -1.89, 1.71], [0.40, -2.90, 0.78], [-1.67, -4.04, 1.17], [-2.46, -3.02, 0.28]],
  "lowdin_charge": [-0.109, -0.238, -0.252, -0.214, -0.102, -0.215, -0.260, -0.023, 0.067, 0.062, 0.067, 0.098, 0.101, 0.109, 0.114, 0.087, 0.071, 0.083, 0.104, 0.119, 0.109, 0.106, 0.058, 0.058],
  "lumo_energy_ev": 1.1,
  "gap_ha": 0.3443,
  "smiles": "CCCN(C)CCN",
  "homo_energy_ev": -8.29
}

Here are the energies relative to the best structure, in kJ/mol: (a) 132.4; (b) 158.5; (c) 0.0.

(a)
{
  "formula": "C6H16N2",
  "method": "wB97M-V/def2-TZVPD",
  "species": ["C", "N", "C", "C", "C", "N", "C", "C", "H", "H", "H", "H", "H", "H", "H", "H", "H", "H", "H", "H", "H", "H", "H", "H"],
  "positions_angstrom": [[0.09, 0.51, 0.94], [1.20, -0.41, 0.77], [2.33, 0.12, 0.11], [3.12, -1.04, -0.49], [-1.26, -0.12, 0.42], [-1.03, -0.99, -0.51], [-0.91, 0.05, -1.49], [-2.57, 0.53, 0.97], [0.00, 0.61, 2.05], [0.20, 1.42, 0.38], [-5.11, 3.66, -1.76], [2.95, 0.79, 0.74], [2.10, 0.90, -0.70], [2.46, -1.58, -1.29], [3.91, -0.66, -1.19], [3.66, -1.61, 0.25], [-5.46, 4.25, -1.32], [0.82, -1.19, 0.18], [-1.63, -0.25, -2.27], [-1.19, 1.15, -1.21], [0.05, -0.03, -1.92], [-2.62, 0.44, 2.12], [-3.43, -0.06, 0.60], [-2.67, 1.63, 0.73]],
  "lowdin_charge": [-0.186, -0.098, -0.359, -0.104, -0.317, -0.067, -0.172, -0.021, 0.120, 0.099, -0.001, 0.106, 0.112, 0.109, 0.072, 0.057, 0.002, 0.094, 0.092, 0.122, 0.065, 0.101, 0.080, 0.094],
  "lumo_energy_ev": 0.4,
  "gap_ha": 0.2854,
  "homo_energy_ev": -7.41
}

(b)
{
  "formula": "C6H16N2",
  "method": "wB97M-V/def2-TZVPD",
  "species": ["C", "N", "C", "C", "C", "C", "C", "N", "H", "H", "H", "H", "H", "H", "H", "H", "H", "H", "H", "H", "H", "H", "H", "H"],
  "positions_angstrom": [[0.55, -0.14, -2.00], [0.28, 0.46, -0.31], [-0.90, -0.20, 0.11], [-0.78, -0.51, 1.59], [-0.69, 0.76, 2.42], [-1.75, -1.66, 2.04], [1.94, 0.37, -2.27], [2.03, 1.78, -2.22], [0.64, -1.33, -1.75], [-0.05, -0.09, -2.94], [0.01, 0.75, -1.53], [-1.14, -1.15, -0.52], [-1.88, 0.27, -0.03], [0.24, -0.83, 1.59], [-0.47, 0.52, 3.40], [-1.69, 1.35, 2.51], [0.25, 1.25, 2.03], [-1.74, -1.82, 3.08], [-1.35, -2.63, 1.55], [-2.82, -1.46, 1.70], [2.29, 0.01, -3.22], [2.61, -0.06, -1.52], [1.49, 2.13, -1.42], [2.93, 2.26, -2.26]],
  "lowdin_charge": [-0.186, 0.011, -0.374, -0.452, -0.085, -0.063, -0.363, -0.018, 0.171, 0.132, 0.068, 0.122, 0.109, 0.112, 0.030, 0.113, 0.093, 0.035, 0.096, 0.098, 0.102, 0.104, 0.064, 0.080],
  "lumo_energy_ev": 1.0,
  "gap_ha": 0.3478,
  "homo_energy_ev": -8.51
}

Here are the energies relative to the best structure, in kJ/mol: (a) 17.6; (b) 0.0.